[1]
Here is a molecular structure, C24H46F2HfNO9S6 from OMol25. Energies are from the ωB97M-V functional and the def2-TZVPD basis.

Results
* Kohn-Sham gap: 3.40 eV
* multiplicity: 1
* electronic energy: -4309.59106 Ha
* highest occupied orbital energy: -0.536 Ha
* energy relative to the best compared isomer or geometry (same formula, charge and spin): 477.0 kJ/mol
* charge: +3

Each line ends with the Mulliken charge.
CARTESIAN COORDINATES (ANGSTROEM)
Hf: -38.603 14.288 25.951  1.49
S: -40.421 12.416 28.684  0.34
S: -44.557 19.412 24.599  0.28
S: -40.399 11.031 25.107  0.31
S: -39.130 18.031 25.387  0.62
S: -40.684 16.587 28.620  0.28
S: -39.299 13.896 22.276  0.33
F: -43.848 15.291 21.377  -0.40
F: -44.672 14.776 28.323  -0.22
O: -43.044 19.551 24.711  -0.54
O: -38.766 16.522 25.408  -0.97
O: -39.851 12.428 25.586  -0.71
O: -39.718 15.925 27.626  -0.40
O: -40.873 14.815 25.527  2.09
O: -42.717 15.501 24.809  -0.03
O: -39.722 13.489 27.830  -0.81
O: -38.792 14.120 23.706  -0.76
O: -42.582 13.866 26.068  -0.47
N: -42.076 14.777 25.465  0.18
C: -45.672 15.189 27.651  0.40
C: -42.300 17.060 27.822  -0.20
C: -38.377 15.096 21.284  -1.02
C: -40.093 18.353 28.963  -1.12
C: -44.275 14.034 21.704  -0.35
C: -46.001 14.432 26.497  0.17
C: -44.663 13.771 22.996  0.91
C: -47.170 14.755 25.769  -0.48
C: -40.302 18.366 23.989  -0.26
C: -39.490 12.586 30.288  -1.02
C: -45.066 12.423 23.231  -0.94
C: -41.044 14.483 22.025  0.14
C: -44.850 11.485 22.242  -0.67
C: -44.903 17.890 23.564  -0.57
C: -47.692 16.564 27.367  -0.74
C: -45.251 18.745 26.185  -0.41
C: -42.016 13.107 29.348  -0.64
C: -44.099 13.136 20.737  0.12
C: -40.858 11.012 23.285  -0.44
C: -46.489 16.327 28.085  -0.58
C: -47.993 15.770 26.223  -0.60
C: -44.320 11.825 20.983  -0.63
C: -42.070 10.655 25.772  -0.19
C: -37.619 18.900 24.782  -1.17
H: -42.912 16.168 27.692  -0.41
H: -40.102 17.685 23.162  0.12
H: -37.393 18.463 23.809  0.35
H: -38.509 12.112 30.271  0.37
H: -40.614 18.725 29.845  0.45
H: -42.900 17.754 28.410  0.70
H: -46.331 18.631 26.092  0.40
H: -48.432 17.250 27.751  0.47
H: -44.107 11.044 20.268  0.48
H: -42.048 17.665 26.951  0.12
H: -46.261 16.825 29.015  0.50
H: -41.748 13.899 22.617  -0.57
H: -44.689 16.900 23.968  -0.21
H: -44.704 17.825 26.390  -0.37
H: -44.571 14.481 23.805  0.06
H: -42.889 11.019 25.152  -0.06
H: -48.894 15.990 25.670  0.44
H: -41.329 14.675 20.990  0.72
H: -42.208 11.137 26.740  -0.08
H: -38.977 15.268 20.390  0.45
H: -40.239 19.413 23.691  0.57
H: -45.533 12.288 24.196  0.45
H: -42.488 12.404 30.033  0.64
H: -41.112 15.396 22.617  -0.09
H: -41.680 11.694 23.067  -0.29
H: -43.682 13.467 19.798  0.55
H: -45.928 17.877 23.194  0.54
H: -38.317 16.091 21.724  0.24
H: -40.014 12.163 31.145  0.45
H: -45.123 10.446 22.353  0.46
H: -41.842 14.041 29.883  0.36
H: -41.290 18.038 24.312  -0.28
H: -37.336 14.920 21.011  0.38
H: -39.018 18.366 29.139  0.38
H: -39.428 13.648 30.523  0.31
H: -42.787 13.166 28.580  -0.11
H: -36.846 18.772 25.540  0.42
H: -37.793 19.969 24.665  0.45
H: -41.259 10.041 22.994  0.47
H: -44.286 17.904 22.666  0.37
H: -40.410 18.954 28.110  0.32
H: -45.036 19.415 27.018  0.50
H: -45.375 13.611 26.179  0.22
H: -40.024 11.264 22.629  0.45
H: -42.295 9.590 25.824  0.57
H: -47.462 14.201 24.890  0.43

***

[2]
Here is 5 unconnected molecules or ions with the total composition C24H47Cl3F8O from OMol25. Energies are from the ωB97M-V functional and the def2-TZVPD basis.

Results
* Kohn-Sham gap: 11.40 eV
* multiplicity: 1
* electronic energy: -3197.41277 Ha
* highest occupied orbital energy: -0.397 Ha
* energy relative to the best compared isomer or geometry (same formula, charge and spin): 0.0 kJ/mol
* structure (SMILES): FC(F)C(F)(F)COC(F)(F)C(F)F.ClC(Cl)Cl.CCCCCC.CCCCCC.CCCCCC

Each line ends with the Mulliken charge.
CARTESIAN COORDINATES (ANGSTROEM)
Cl: 0.120 1.679 -3.436  -0.13
Cl: -0.864 1.832 -0.706  -0.09
Cl: -0.443 -0.752 -1.945  -0.08
F: 1.852 -0.500 0.499  -0.23
F: -1.890 -3.014 0.092  -0.20
F: 3.680 -1.313 2.370  -0.26
F: -3.554 -2.947 1.537  -0.28
F: -2.369 -0.500 1.102  -0.27
F: 2.156 -1.149 3.945  -0.28
F: 2.181 0.939 2.131  -0.30
F: -2.133 -1.252 3.130  -0.34
O: -0.430 -1.408 1.707  -0.49
C: 5.596 -1.188 -1.723  -0.49
C: 0.082 2.800 6.417  -0.70
C: -2.210 -2.855 1.400  0.24
C: 7.034 -1.708 -1.668  -0.79
C: 1.649 -0.268 1.826  1.04
C: -0.441 3.328 2.601  0.65
C: 5.266 -0.498 -3.030  -0.51
C: -1.762 -1.459 1.846  0.90
C: -3.482 -0.079 -4.250  -0.55
C: 0.171 -0.190 2.111  -0.12
C: -0.991 4.452 1.729  -1.67
C: -1.220 3.161 7.113  -1.24
C: 0.119 0.916 -1.852  0.34
C: 9.002 -2.308 -0.181  -1.32
C: -6.234 -1.333 -3.276  -0.28
C: -0.102 2.455 4.958  0.02
C: 3.834 0.040 -3.083  -1.15
C: -7.666 -1.646 -3.708  -0.54
C: 7.480 -2.159 -0.277  -0.22
C: 2.364 -1.364 2.612  0.11
C: -8.138 -0.874 -4.931  -1.15
C: -3.769 -1.547 -3.937  -0.31
C: -0.525 3.636 4.081  -0.89
C: -5.204 -1.943 -4.208  -0.62
H: -1.078 3.653 8.077  0.39
H: 7.699 -0.932 -2.059  0.40
H: -6.115 -1.720 -2.258  0.26
H: 0.797 3.622 6.515  0.33
H: 7.198 -1.377 0.432  0.29
H: 3.133 -0.804 -3.075  0.30
H: 0.536 1.940 6.918  0.33
H: 9.368 -3.131 -0.801  0.31
H: -3.204 0.066 -5.290  0.32
H: -0.211 0.685 1.578  -0.44
H: 1.127 0.898 -1.465  -0.08
H: -0.862 1.669 4.893  0.14
H: -3.472 -1.771 -2.909  0.12
H: 0.608 3.141 2.338  0.16
H: 7.109 -2.562 -2.351  0.28
H: -7.616 -1.157 -5.847  0.31
H: -5.475 -1.675 -5.240  0.24
H: -0.745 4.347 0.678  0.45
H: 3.614 0.695 -2.240  0.27
H: 3.653 0.541 -4.034  0.38
H: 5.377 -1.176 -3.880  0.32
H: 0.022 0.041 3.170  0.34
H: 0.835 2.047 4.564  0.19
H: -3.087 -2.127 -4.566  0.31
H: -0.653 5.427 2.095  0.38
H: 9.325 -2.477 0.848  0.37
H: -7.706 -2.716 -3.960  0.26
H: -4.334 0.528 -3.948  0.29
H: -0.975 2.408 2.340  -0.04
H: 1.973 -2.347 2.331  0.29
H: -1.833 3.842 6.518  0.31
H: 5.948 0.346 -3.183  0.35
H: -6.109 -0.249 -3.221  0.21
H: 5.336 -0.541 -0.879  0.34
H: -5.345 -3.032 -4.225  0.33
H: -2.078 4.497 1.854  0.34
H: -1.850 2.284 7.289  0.31
H: -8.042 0.208 -4.809  0.29
H: -8.381 -1.527 -2.892  0.35
H: 4.907 -2.042 -1.608  0.26
H: -1.726 -3.627 2.001  0.20
H: -9.196 -1.066 -5.139  0.36
H: 7.007 -3.100 -0.003  0.29
H: -2.643 0.251 -3.634  -0.18
H: -1.562 3.904 4.315  0.30
H: 9.511 -1.406 -0.528  0.34
H: 0.056 4.538 4.294  0.35

***

[3]
Here is 3 unconnected molecules or ions with the total composition C24H47ClF7N11O5P3S from OMol25. Energies are from the ωB97M-V functional and the def2-TZVPD basis.

Results
* Kohn-Sham gap: 6.43 eV
* multiplicity: 1
* electronic energy: -4502.32858 Ha
* highest occupied orbital energy: -0.363 Ha
* charge: +1

Each line ends with the Mulliken charge.
CARTESIAN COORDINATES (ANGSTROEM)
Cl: 1.271 2.027 1.563  0.03
S: 1.343 -3.539 -2.590  0.94
P: 3.106 -2.978 0.590  0.33
P: 5.700 2.554 -2.615  0.82
P: -4.909 -0.672 3.586  1.18
F: 0.480 1.494 -2.102  -0.08
F: 0.647 3.544 -1.315  -0.25
F: -1.212 2.870 1.312  -0.33
F: -0.558 3.130 -3.022  -0.28
F: -1.903 3.702 -0.806  -0.27
F: -2.237 1.096 0.814  -0.11
F: -2.382 1.798 -1.611  -0.23
O: 2.264 -2.442 -2.642  -0.42
O: 3.971 -2.231 1.750  -0.49
O: 6.268 3.168 -1.371  -0.85
O: -4.204 -1.673 2.695  -0.91
O: 1.907 -4.849 -2.523  -0.62
N: 0.542 -2.113 -0.426  -0.13
N: 6.990 2.882 -3.692  0.16
N: 1.640 -0.603 0.723  -0.64
N: -0.256 -0.989 -0.378  1.33
N: -5.485 0.833 4.247  -0.09
N: 5.648 0.901 -2.140  0.17
N: -3.844 -1.276 -2.603  -0.58
N: 4.634 2.353 -3.979  0.11
N: -6.492 -0.945 2.968  0.18
N: 0.079 1.155 0.697  -0.07
N: -4.686 -1.427 5.110  0.06
C: -1.413 2.466 -0.973  0.63
C: -5.709 -1.727 6.094  -0.96
C: -2.698 -1.405 -0.481  -0.39
C: 0.464 -0.111 0.347  0.56
C: -1.507 -1.054 -1.080  0.07
C: 7.531 1.931 -4.648  -1.01
C: -3.310 -1.572 5.566  -0.99
C: 8.073 3.722 -3.185  -1.00
C: 3.358 1.665 -3.755  -1.44
C: -6.610 -1.797 1.792  -0.86
C: -4.689 1.475 5.308  -0.96
C: 2.428 -4.478 1.439  -1.15
C: 0.298 -3.358 -1.085  -1.01
C: 4.284 3.680 -4.564  -1.11
C: -0.151 2.639 -1.851  0.65
C: -2.673 -0.951 -3.150  -0.81
C: 6.135 -0.236 -2.896  -0.86
C: 1.660 -1.855 0.262  0.07
C: -1.176 1.836 0.460  0.26
C: -3.828 -1.484 -1.290  -0.74
C: -5.615 1.861 3.171  -1.08
C: -1.477 -0.839 -2.457  -0.23
C: 4.839 0.582 -0.977  -1.25
C: -7.684 -1.108 3.787  -1.07
H: 3.501 0.619 -3.485  0.09
H: -0.730 -3.509 -1.417  0.51
H: -7.593 -1.668 1.333  0.41
H: 5.182 4.221 -4.852  0.33
H: 2.837 -4.599 2.439  0.39
H: -2.728 -1.605 0.586  0.79
H: -2.658 -0.760 -4.217  0.45
H: -6.275 1.509 2.382  0.30
H: 1.338 -4.470 1.507  0.39
H: 5.729 -1.170 -2.506  0.31
H: -6.404 -0.899 6.259  0.34
H: -8.578 -0.957 3.177  0.38
H: 5.016 -0.433 -0.622  0.52
H: 7.685 4.595 -2.670  0.31
H: -5.878 -1.525 1.038  -0.09
H: -7.744 -0.370 4.582  0.30
H: -7.749 -2.113 4.218  0.32
H: 5.846 -0.207 -3.952  0.32
H: -0.544 -0.599 -2.950  0.74
H: 8.731 3.176 -2.501  0.31
H: -6.285 -2.613 5.816  0.25
H: 3.757 0.678 -1.182  0.28
H: 2.787 1.656 -4.685  0.53
H: -2.686 -2.010 4.782  0.24
H: 5.072 1.250 -0.144  0.30
H: 8.114 2.457 -5.408  0.39
H: 0.547 -4.220 -0.472  0.39
H: 3.725 4.299 -3.856  0.35
H: -5.156 2.421 5.582  0.36
H: -6.050 2.775 3.572  0.43
H: -5.265 -1.937 7.067  0.38
H: 2.753 2.147 -2.983  0.60
H: 3.682 3.550 -5.463  0.39
H: -4.671 0.879 6.218  0.32
H: 7.224 -0.320 -2.839  0.27
H: -6.484 -2.859 2.036  0.32
H: 0.488 -3.411 -3.643  0.19
H: -4.758 -1.780 -0.821  0.46
H: 6.751 1.402 -5.192  0.26
H: -2.857 -0.609 5.847  0.28
H: -3.659 1.676 5.001  0.30
H: -4.646 2.103 2.725  0.29
H: 8.198 1.204 -4.172  0.31
H: 2.684 -5.330 0.812  0.36
H: 3.457 -2.159 2.567  0.32
H: -3.239 -2.231 6.428  0.41
H: 8.677 4.093 -4.017  0.32